# C5H13NO

The molecule C5H13NO (wB97M-V/def2-TZVPD, OMol25).

Properties
- E_LUMO: 0.863 eV
- Largest force on an atom: 0.85 eV Å⁻¹
- Gap between HOMO and LUMO: 8.73 eV
- Relative energy (zero: lowest compared OMol25 entry of this formula, charge and spin): 159.8 kJ/mol
- HOMO energy: -7.9 eV
- SMILES: C[C@@H](CO)N(C)C

Structure (XYZ):
```
20
C5H13NO wB97M-V/def2-TZVPD
C -0.19761 -1.82054 0.32232
C 0.42834 -0.42916 0.15288
C 0.99749 -0.27032 -1.27438
O 1.56509 -1.46340 -1.82109
N -0.44725 0.65876 0.49620
C -0.02893 1.56820 1.53544
C -1.50373 1.05909 -0.37807
H -0.90061 -1.86444 1.14306
H -0.67192 -2.13982 -0.60550
H 0.57831 -2.55511 0.55333
H 1.33069 -0.37302 0.76872
H 0.20169 -0.03013 -1.98299
H 1.75123 0.50688 -1.30094
H 2.27626 -1.74909 -1.23382
H -0.72036 2.41077 1.55195
H -0.12009 1.10099 2.52108
H 0.96729 2.00856 1.41147
H -1.84459 0.21501 -0.98314
H -1.25799 1.86569 -1.07016
H -2.40330 1.30108 0.19363
```


# C62H49BClFGeNO2P3Sn

A structure of composition C62H49BClFGeNO2P3Sn (wB97M-V/def2-TZVPD, OMol25).

Properties
- E_LUMO: -0.282 eV
- Largest force on an atom: 0.49 eV Å⁻¹
- Gap between HOMO and LUMO: 7.25 eV
- Relative energy (zero: lowest compared OMol25 entry of this formula, charge and spin): 13.6 kJ/mol
- HOMO energy: -7.5 eV

Structure (XYZ):
```
122
C62H49BClFGeNO2P3Sn wB97M-V/def2-TZVPD
Sn 1.05762 0.97072 1.00816
F -2.16399 -2.10481 -4.11515
Ge -1.70857 -1.31932 -2.56787
C -2.29694 -2.79153 -1.40651
C -2.71913 -3.95313 -2.06439
C -3.25979 -5.01288 -1.35373
C -3.41741 -4.92183 0.02387
C -3.01158 -3.77392 0.68093
C -2.43912 -2.71291 -0.02129
P -1.86503 -1.20212 0.83951
C -0.79683 -1.88147 2.16496
C -0.20794 -3.14390 2.10320
C 0.67699 -3.56324 3.08664
C 1.00436 -2.72207 4.13990
C 0.44581 -1.45406 4.19987
C -0.44479 -1.03855 3.22141
C -3.40192 -0.75329 1.74227
C -4.33990 -0.02740 1.00524
C -5.55168 0.34465 1.56553
C -5.83931 0.00746 2.88121
C -4.91272 -0.70811 3.62531
C -3.70303 -1.09011 3.05967
C 0.15667 -1.05265 -3.10413
C 0.20858 -0.56812 -4.41506
C 1.36619 -0.63653 -5.16846
C 2.47429 -1.28671 -4.64582
C 2.43257 -1.76787 -3.34969
C 1.31533 -1.58987 -2.53068
P 1.35233 -2.08204 -0.75289
C 2.92287 -1.36526 -0.02656
C 3.36059 -2.13013 1.26567
C 4.11927 -1.28327 1.93987
C 4.57927 1.26977 1.86811
C 4.97547 -0.31881 -0.14872
C 4.23447 -1.15980 -0.84501
C 1.82952 -3.84914 -0.93443
C 3.13399 -4.34058 -0.94629
C 3.37874 -5.69683 -1.11561
C 2.32502 -6.58389 -1.27932
C 1.02162 -6.10782 -1.27083
C 0.77905 -4.75430 -1.09348
C -3.07238 0.09085 -2.68074
C -4.28183 -0.32071 -3.24361
C -5.37079 0.53799 -3.27993
C -5.26029 1.82345 -2.76734
C -4.05329 2.25542 -2.23817
C -2.95525 1.39976 -2.19957
P -1.32880 1.84321 -1.49693
C -1.73624 3.25544 -0.40682
C -1.77810 4.58266 -0.83295
C -2.12068 5.59457 0.05180
C -2.43379 5.29163 1.37098
C -2.40554 3.97400 1.80335
C -2.05486 2.96339 0.91872
C -0.49826 2.68517 -2.89536
C 0.75944 3.24501 -2.65871
C 1.49034 3.80306 -3.69402
C 0.97950 3.80724 -4.98682
C -0.26877 3.25761 -5.23097
C -1.00363 2.69947 -4.19168
H -2.61643 -4.02496 -3.13789
H -3.56861 -5.90802 -1.87925
H -3.86026 -5.73821 0.58034
H -3.13638 -3.69581 1.75489
H -0.44119 -3.81319 1.28720
H 1.11800 -4.55045 3.01897
H 1.70116 -3.04735 4.90186
H 0.70686 -0.77964 5.00513
H -0.86930 -0.04264 3.28535
H -4.12013 0.24942 -0.02066
H -6.26596 0.90419 0.97455
H -6.78124 0.30282 3.32554
H -5.13146 -0.97497 4.65174
H -2.99370 -1.65381 3.65244
H -0.68647 -0.16572 -4.87169
H 1.38165 -0.23979 -6.17549
H 3.36550 -1.42388 -5.24504
H 3.27854 -2.32222 -2.97669
H 3.10289 -3.14981 1.50356
H 4.65687 -1.45039 2.86338
H 3.88457 1.47523 2.68258
H 5.97071 0.03938 -0.36633
H 4.50022 -1.64445 -1.76520
H 3.97693 -3.67217 -0.82053
H 4.39915 -6.05904 -1.11968
H 2.51903 -7.64098 -1.40844
H 0.18959 -6.78955 -1.39574
H -0.24274 -4.39476 -1.08048
H -4.37617 -1.32240 -3.64219
H -6.30866 0.19853 -3.70110
H -6.11215 2.49172 -2.78309
H -3.96536 3.26182 -1.84823
H -1.52661 4.82542 -1.85846
H -2.14344 6.62221 -0.28842
H -2.70470 6.08270 2.05869
H -2.65062 3.73027 2.82935
H -2.04352 1.93276 1.25721
H 1.17322 3.24529 -1.65370
H 2.46404 4.23144 -3.49275
H 1.55338 4.23798 -5.79726
H -0.67742 3.26098 -6.23400
H -1.98131 2.28055 -4.39685
Cl 3.70331 6.23396 5.88416
C 3.03518 4.89265 5.00092
C 2.58968 3.75864 5.70251
C 2.06384 2.68576 5.03741
C 1.94504 2.67450 3.62162
O 1.45212 1.63636 3.03701
C 2.39498 3.83540 2.93291
C 2.34273 3.95189 1.50862
O 1.87109 3.14378 0.70280
C 2.94176 4.92763 3.64259
H 2.67083 3.74472 6.78179
H 1.72017 1.81207 5.57504
H 2.77904 4.87627 1.09690
H 3.28380 5.79689 3.09342
B 6.05744 1.40209 2.31578
C 4.16998 0.02891 1.11298
N 2.79849 -0.00276 0.54176
H 6.34804 2.15123 3.19732
H 6.93244 0.81549 1.75383
H 4.48388 2.13243 1.18045
```


# C14H38BrN4O4

A cluster of 5 separate species, C14H38BrN4O4 in total (wB97M-V/def2-TZVPD, OMol25).

Properties
- E_LUMO: -7.637 eV
- Largest force on an atom: 4.93 eV Å⁻¹
- Gap between HOMO and LUMO: 10.07 eV
- Relative energy (zero: lowest compared OMol25 entry of this formula, charge and spin): 321.5 kJ/mol
- HOMO energy: -17.7 eV
- Charge: +3

Structure (XYZ):
```
61
C14H38BrN4O4 wB97M-V/def2-TZVPD
Br -0.39657 0.27509 -0.94735
C -6.51264 0.63843 -0.20380
C -5.18306 1.44359 -0.29847
O -5.09542 2.59558 -0.07254
N -4.02084 0.68572 -1.05572
H -3.23379 0.43553 -0.47430
H -4.37173 -0.19607 -1.40130
C -3.49209 1.47361 -2.31334
H -6.22769 -0.25002 0.35974
H -6.94833 0.46015 -1.18690
H -7.33688 1.13288 0.31025
H -4.40054 1.65908 -2.88641
H -2.73277 0.88434 -2.82745
H -3.03491 2.41578 -2.01103
C 0.81773 1.82855 -5.05358
C 0.81082 3.05571 -4.13788
O 1.26178 4.15498 -4.45469
N -0.08809 2.91470 -2.89678
H -1.00067 2.82874 -3.32094
H 0.00992 1.98953 -2.50363
C 0.04221 4.14165 -1.91505
H 0.57922 2.09901 -6.08220
H 0.11470 1.08978 -4.66877
H 1.80583 1.36881 -5.07352
H 1.05400 3.97375 -1.54604
H -0.64827 4.14342 -1.07164
H -0.18613 5.03630 -2.49434
C 2.09570 -4.93307 -0.51551
C 1.12977 -3.81066 -0.88885
O -0.08179 -3.96141 -1.07375
N 1.59935 -2.37185 -1.06168
H 0.95008 -1.67826 -0.71895
H 2.42361 -2.13569 -0.52790
C 2.19966 -2.14345 -2.44876
H 3.03181 -4.66274 -1.00410
H 1.68861 -5.90181 -0.80518
H 2.34082 -4.89390 0.54585
H 2.26667 -1.08932 -2.71789
H 1.53691 -2.54330 -3.21622
H 3.22646 -2.50879 -2.46658
C 1.06625 -1.13684 2.21220
N 1.37575 -0.02218 3.21768
C 2.77813 0.39973 2.85261
C 0.38373 1.18956 2.97058
C 1.34435 -0.54091 4.73756
C 2.42073 -1.58100 5.20978
O 2.08284 -2.20055 6.43187
H 0.08410 -1.58943 2.34876
H 1.76512 -1.94428 2.43064
H 0.99527 -0.95590 1.13966
H 3.38819 -0.48688 2.67984
H 3.28085 0.88773 3.68761
H 2.68446 1.09194 2.01584
H 0.89662 2.08261 3.32767
H -0.51572 1.09554 3.57905
H 0.15202 1.12859 1.90723
H 0.31685 -0.84240 4.94114
H 1.52883 0.39794 5.25970
H 3.35257 -1.01654 5.24370
H 2.49077 -2.44311 4.54649
H 2.13470 -3.15812 6.38748
```


# C13H34CeClIN3OP2

A structure of composition C13H34CeClIN3OP2 (wB97M-V/def2-TZVPD, OMol25).

Properties
- E_LUMO (spin up / spin down): -11.400 / -11.548 eV
- Largest force on an atom: 4.63 eV Å⁻¹
- Gap between HOMO and LUMO (spin up / spin down): 6.38 / 6.23 eV
- Relative energy (zero: lowest compared OMol25 entry of this formula, charge and spin): 0.0 kJ/mol
- HOMO energy (spin up / spin down): -17.8 / -17.8 eV
- Charge: +3

Structure (XYZ):
```
56
C13H34CeClIN3OP2 wB97M-V/def2-TZVPD
C -1.07389 -0.12492 -3.71746
C -1.45077 -0.27273 -2.28922
H -1.05619 0.92859 -4.03273
H -1.83557 -0.60738 -4.32198
H -0.06249 -0.48646 -3.91071
O -0.62994 0.15099 -1.40100
I -1.74265 -3.01260 0.95396
Ce 0.52022 -1.17417 0.00361
P 3.11339 -0.85654 -1.18077
C 4.30343 0.18274 -0.22584
C 3.73021 -2.59348 -0.95893
H 4.79103 -2.64934 -1.25966
H 4.49017 -0.66242 -3.15491
H 3.11906 -3.26518 -1.58892
H 2.80110 -1.13471 -3.55795
H 4.19120 -0.02412 0.85690
H 3.62241 -2.91335 0.09718
C 3.43037 -0.48901 -2.93120
H 5.32671 -0.04660 -0.56518
H 3.17585 0.56223 -3.12615
H 4.04957 1.23887 -0.43703
P -3.07387 -0.94078 -1.89722
C -3.43073 0.00742 -0.41466
C -3.96333 -0.21626 -3.30094
H -3.46331 -3.29860 -2.47484
H -4.87923 -2.33191 -1.84409
H -3.64349 -2.98127 -0.69831
C -3.79974 -2.56458 -1.71961
H -3.68930 -0.76251 -4.21581
H -5.04045 -0.35235 -3.17440
H -4.51843 -0.09779 -0.32939
H -3.14121 1.06089 -0.56171
H -3.70815 0.85238 -3.37052
H -2.93909 -0.42269 0.47552
Cl 0.57485 -2.66829 -2.08674
C -1.43230 3.13190 2.04001
N -0.45895 2.39525 2.84508
C -0.42539 2.71172 4.25641
C 0.08096 1.24974 2.37006
N -0.32150 0.72505 1.21478
N 1.01932 0.57683 3.08637
C 1.99031 1.25394 3.91236
C 1.41918 -0.75317 2.60271
H -1.62288 4.08168 2.55653
H -2.38648 2.58236 1.93787
H -1.01184 3.30645 1.04074
H -0.45469 1.82298 4.89361
H 0.46824 3.29501 4.50442
H -1.30956 3.31439 4.48150
H -1.00507 1.28661 0.72460
H 1.79484 1.04492 4.97057
H 3.00065 0.90476 3.66572
H 1.96497 2.33364 3.74658
H 2.09764 -0.67152 1.71315
H 1.99376 -1.27038 3.37887
H 0.50103 -1.35623 2.41879
```


# C35H43ClN2O3S3

A cluster of 2 separate species, C35H43ClN2O3S3 in total (wB97M-V/def2-TZVPD, OMol25).

Properties
- E_LUMO: -1.274 eV
- Largest force on an atom: 8.70 eV Å⁻¹
- Gap between HOMO and LUMO: 6.90 eV
- HOMO energy: -8.2 eV

Structure (XYZ):
```
87
C35H43ClN2O3S3 wB97M-V/def2-TZVPD
C 7.31970 2.29052 1.93736
C 7.45220 0.89874 1.03470
C 8.60727 -0.17438 1.59329
C 8.95045 -1.60848 0.82602
C 8.04666 -1.91258 -0.53600
C 6.90834 -0.85663 -1.08477
C 6.55706 0.57568 -0.31365
C 5.40628 1.64188 -0.87874
C 3.86657 1.20319 -0.51318
C 3.49211 -0.28416 -1.08701
C 3.52870 -1.48642 0.04840
N 3.82610 -2.74995 -0.39907
C 3.67554 1.50209 1.12224
O 4.19836 0.86684 2.17457
O 2.82115 2.70978 1.37911
C 1.90290 2.73556 0.19031
C 0.85442 1.54505 0.59454
C -0.67448 1.73161 0.04045
C -1.21246 3.27550 -0.04656
S -3.02721 3.23624 -0.61807
C -3.52075 1.45265 -1.07755
S -3.40676 1.05562 -2.72524
N -4.00402 0.56662 0.04467
C -3.55140 -0.86569 -0.07440
C -2.41254 -1.39919 1.02895
C -1.80251 -2.93856 1.03698
C -2.29547 -4.04713 -0.07369
C -3.46280 -3.52894 -1.14652
C -4.07851 -1.98844 -1.14590
C -5.49297 0.71729 0.24581
C -6.68048 0.29445 -0.80005
C -8.24572 0.58534 -0.39904
C -8.70755 1.29347 1.00528
C -7.53069 1.73919 2.06346
C -5.96234 1.43871 1.67877
C 2.99432 2.51775 -1.01367
C 2.57908 2.68563 -2.57991
C 1.29841 1.80678 -3.08823
C 0.03725 2.74039 -3.66847
Cl 0.44455 3.58187 -5.28088
H 7.23784 2.06341 3.09358
H 6.40074 2.95236 1.64191
H 8.35909 2.85270 1.77467
H 9.23750 0.07436 2.56576
H 9.79258 -2.34591 1.20448
H 8.22690 -2.90705 -1.12863
H 6.35217 -1.17295 -2.09133
H 5.46961 1.73081 -2.06569
H 5.72724 2.69596 -0.42644
H 4.27936 -0.51400 -1.95490
H 2.43432 -0.36414 -1.60438
H 3.27542 -1.36080 1.18368
H 3.98759 -2.66982 -1.43371
H 1.51839 3.84140 0.05201
H 1.19544 0.45896 0.31042
H 0.78126 1.55503 1.78609
H -1.38355 1.18192 0.82789
H -0.76221 1.11158 -0.94740
H -1.10816 3.72684 1.05332
H -0.63402 3.96668 -0.79788
H -1.97420 -0.68146 1.87647
H -0.97529 -3.28876 1.81994
H -1.87564 -5.16278 -0.11791
H -3.80456 -4.34462 -1.93837
H -4.87162 -1.70926 -1.95951
H -6.42162 -0.18396 -1.83626
H -9.07954 0.26839 -1.19015
H -9.83262 1.52097 1.29606
H -7.74274 2.28835 3.08832
H -5.13700 1.78055 2.43490
H 3.72620 3.44675 -0.84567
H 2.33059 3.83401 -2.78199
H 3.51971 2.41344 -3.24106
H 1.66946 1.19827 -4.04642
H 0.90562 1.00086 -2.33799
H -0.90058 2.02444 -3.82431
H -0.29624 3.57509 -2.91796
C -5.36140 -5.33559 3.54280
S -4.98357 -4.18072 2.20216
O -5.20904 -2.79291 2.72565
C -6.40962 -4.61372 1.17647
H -4.61131 -5.21443 4.32802
H -6.35164 -5.12222 3.95247
H -5.32451 -6.35960 3.16393
H -7.33511 -4.44463 1.73199
H -6.33826 -5.66116 0.87506
H -6.40177 -3.98055 0.28556
```


# C4H11NS

A cluster of 2 separate species, C4H11NS in total (wB97M-V/def2-TZVPD, OMol25).

Properties
- E_LUMO: -3.296 eV
- Largest force on an atom: 1.56 eV Å⁻¹
- Gap between HOMO and LUMO: 4.23 eV
- Relative energy (zero: lowest compared OMol25 entry of this formula, charge and spin): 513.8 kJ/mol
- HOMO energy: -7.5 eV

Structure (XYZ):
```
17
C4H11NS wB97M-V/def2-TZVPD
C -0.72916 1.10582 1.60184
S -0.51941 2.20396 0.20403
H -1.45926 0.31841 1.42284
H 0.22067 0.68803 1.94489
H -1.08135 1.72024 2.43330
C 1.50867 -1.33454 0.59000
C 0.31651 -2.08501 -0.05381
C -0.18760 -0.52103 -1.71840
N 0.16388 -1.81472 -1.43720
H 2.43507 -1.58103 0.07068
H 1.37693 -0.26410 0.43968
H 1.56251 -1.55563 1.65171
H 0.50430 -3.15079 0.05870
H -0.57273 -1.79141 0.53130
H -0.20493 -0.31587 -2.78693
H -1.13165 -0.18609 -1.27629
H 0.56822 0.24611 -1.31251
```